DFT (ωB97M-V/def2-TZVPD) results for C9H10N4S in the gas phase at a distorted geometry.

Each line ends with the Löwdin charge.
Element x y z (Å)
C -3.535 -0.471 -0.251  -0.072
C -3.552 0.884 0.123  -0.096
C -2.347 -1.162 -0.436  -0.011
C -2.393 1.566 0.137  -0.048
C -1.131 -0.515 -0.186  -0.136
C -1.175 0.880 0.086  -0.181
C 4.519 -1.449 0.513  -0.034
C 1.390 -0.831 0.200  -0.264
C 1.090 1.580 -0.334  -0.794
N 3.620 -0.933 -0.204  -0.088
N 2.383 -1.270 -0.483  0.032
N 0.188 -1.079 -0.354  0.052
N -0.057 1.664 0.375  0.014
S 2.495 2.361 -0.170  0.639
H -4.429 -0.948 -0.390  0.073
H -4.550 1.436 0.290  0.138
H -2.237 -2.150 -0.662  0.083
H -2.493 2.589 0.341  0.100
H 4.312 -2.506 1.091  0.121
H 5.390 -0.957 0.582  0.011
H 1.364 -0.411 1.119  0.108
H 1.135 1.029 -1.269  0.066
H 0.134 -1.818 -1.047  0.145
H -0.124 2.511 0.927  0.143

* total energy: -26287.025 eV
* maximum force: 6.7 eV Å⁻¹

---

DFT (ωB97M-V/def2-TZVPD) results for C2H5NOS in the gas phase at a distorted geometry.

Each line ends with the Löwdin charge.
Element x y z (Å)
C 2.366 0.563 -0.187  -0.109
C -0.616 0.042 0.576  -0.677
H 3.429 0.424 0.089  0.093
H 2.063 1.543 0.296  0.093
H 2.156 0.811 -1.302  0.114
H 0.126 -0.945 -1.124  0.151
H -0.269 0.405 1.563  0.095
N 0.350 -0.532 -0.197  -0.141
O 1.643 -0.574 0.225  -0.175
S -2.100 0.153 -0.142  0.557

* total energy: -16525.291 eV
* maximum force: 2.7 eV Å⁻¹

---

DFT (ωB97M-V/def2-TZVPD) results for a 2-piece molecular cluster, CH7N3 overall.

Each line ends with the Löwdin charge.
Element x y z (Å)
N -0.999 3.823 0.881  -0.003
H -0.033 3.730 0.570  0.003
H -1.300 2.851 0.857  -0.005
H -0.938 4.068 1.867  0.004
N 0.170 -1.034 -0.760  0.052
C 0.692 -2.254 -0.369  -0.394
N 0.937 -3.149 -1.241  0.047
H -0.319 -0.500 -0.064  0.071
H -0.269 -1.144 -1.664  0.088
H 0.859 -2.380 0.703  0.110
H 1.201 -4.012 -0.780  0.026

* total energy: -5620.635 eV
* maximum force: 0.8 eV Å⁻¹

---

> Which of these has the lowest maximum force?

CH7N3